ORCA calculation (the ωB97M-V functional and the def2-TZVPD basis) on a gas-phase ion, C8H12N5 (charge +1).

```
25
Properties=species:S:1:pos:R:3:lowdin_charge:R:1
C 2.0246 0.1586 -1.9756 -0.03
C 0.7545 -0.0287 -1.3920 -0.24
C 0.6011 -0.2151 0.0122 0.02
C 2.9328 0.1100 0.1419 -0.44
C -1.7649 0.4347 -1.8026 -0.07
C -0.4728 -0.3201 -2.2122 -0.12
C -1.8071 0.4292 0.6041 -0.43
C -2.2367 -0.8970 1.1412 -0.02
N 3.1126 0.2498 -1.1719 0.14
N 1.7613 -0.0869 0.6789 0.09
N -2.2167 0.6493 -0.6552 0.14
N 3.9809 0.1246 0.9891 0.18
N -1.5748 1.3940 1.4359 0.22
H 2.0823 0.1616 -3.0582 0.12
H -2.4863 0.6985 -2.7054 0.17
H -0.0384 -0.3430 -3.2784 0.14
H -0.9230 -1.3346 -1.9866 0.14
H -2.4777 -1.7401 0.4499 0.11
H -3.1135 -0.8454 1.7303 0.07
H -1.4658 -1.3803 1.9288 0.14
H 4.9706 0.2700 0.5957 0.18
H 3.8834 -0.3644 1.7887 0.06
H -1.1932 1.2429 2.2894 0.09
H -1.2712 2.3078 0.9944 0.18
H 1.8534 -0.2094 1.6948 0.17
```

Computed properties:
Energy above the lowest of the compared OMol25 structures with the same formula, charge and spin in kJ/mol: 225.5
Gap between HOMO and LUMO in eV: 8.88
Total charge: +1
LUMO in eV: -3.2072

ORCA calculation (the ωB97M-V functional and the def2-TZVPD basis) on a gas-phase ion, C5H12N (charge +1).

```
18
Properties=species:S:1:pos:R:3:lowdin_charge:R:1
C -0.5538 -1.6417 -1.0902 -0.04
C -0.3425 -0.1963 -0.7979 -0.30
N 1.1228 0.0752 -0.4385 0.09
C 1.0657 1.1748 0.6212 -0.09
C -0.1368 0.7088 1.4578 -0.13
C -1.1538 0.4091 0.3623 -0.13
H 0.1487 -2.1125 -1.7749 0.09
H -0.5722 -2.2352 -0.1692 0.10
H -1.5416 -1.8159 -1.5150 0.10
H -0.4912 0.4628 -1.6567 0.16
H 1.6218 -0.6423 0.0669 0.17
H 1.6839 0.2923 -1.2615 0.19
H 0.9406 2.1295 0.1258 0.14
H 2.0221 1.1985 1.1428 0.14
H -0.3590 1.4472 2.2182 0.13
H 0.1578 -0.2345 1.9274 0.13
H -1.8954 -0.3344 0.6428 0.12
H -1.7172 1.3147 0.1387 0.13
```

Computed properties:
Energy above the lowest of the compared OMol25 structures with the same formula, charge and spin in kJ/mol: 21.8
Gap between HOMO and LUMO in eV: 12.94
Total charge: +1
LUMO in eV: -3.2576
Structure (SMILES): C[C@H]1CCC[NH2+]1

ORCA calculation (the ωB97M-V functional and the def2-TZVPD basis) on a molecular structure, C26H30F5MgN8O3P2S2.

```
77
Properties=species:S:1:pos:R:3:lowdin_charge:R:1
Mg 0.4296 0.5785 -0.9709 0.64
C 3.5653 -0.6562 2.4169 -0.07
N 2.9206 -1.2122 1.2266 -0.28
C 3.5396 -0.8194 -0.0402 -0.07
P 1.3604 -1.6956 1.1872 0.50
O 0.5881 -1.1400 0.0334 -0.35
O 0.7306 -1.2911 2.6040 -0.25
P -0.0342 0.1723 2.8278 0.50
O -0.0620 0.8880 1.5424 -0.32
N -1.5247 -0.1971 3.3798 -0.28
C -1.7847 -0.5946 4.7601 -0.08
C -2.4755 -0.7463 2.4064 -0.07
N 0.9058 0.8702 3.9600 -0.29
C 1.3512 0.1916 5.1745 -0.10
C 0.9165 2.3376 4.0245 -0.06
N 1.3181 -3.3340 1.1253 -0.28
C 0.0000 -3.9520 0.9316 -0.09
C 2.1698 -4.0806 2.0549 -0.08
H 4.6011 -0.9950 2.4514 0.09
H 3.0612 -0.9949 3.3161 0.06
H 3.5526 0.4367 2.4026 0.10
H 4.6090 -1.0219 0.0051 0.10
H 3.4069 0.2504 -0.2398 0.09
H 3.1242 -1.3926 -0.8688 0.09
H -1.2520 0.0504 5.4523 0.07
H -1.5132 -1.6380 4.9526 0.09
H -2.8503 -0.4790 4.9559 0.09
H -2.1296 -0.5559 1.3926 0.07
H -3.4470 -0.2673 2.5347 0.10
H -2.5963 -1.8251 2.5466 0.09
H 1.2932 -0.8895 5.0563 0.08
H 0.7580 0.4820 6.0442 0.08
H 2.3902 0.4627 5.3733 0.09
H 0.6413 2.7536 3.0566 0.07
H 1.9264 2.6688 4.2694 0.09
H 0.2312 2.7117 4.7898 0.09
H -0.6334 -3.3105 0.3226 0.07
H -0.4970 -4.1374 1.8887 0.09
H 0.1233 -4.9058 0.4177 0.09
H 3.1399 -3.5977 2.1459 0.08
H 2.3236 -5.0855 1.6630 0.09
H 1.7103 -4.1613 3.0452 0.09
S -2.1258 -0.4435 -8.2406 1.05
N -1.5637 0.8945 -7.5415 -0.21
C -1.0754 0.5315 -6.3680 -0.30
C -0.4512 1.4095 -5.3970 -0.08
C -0.1942 2.7562 -5.6533 0.03
C 0.4632 3.4894 -4.6987 -0.01
C 0.8112 2.8760 -3.4963 -0.13
N 0.5451 1.6048 -3.2155 0.06
C -0.0522 0.8686 -4.1724 -0.14
C -0.2080 -0.5672 -3.8989 -0.13
N 0.2022 -1.0119 -2.6960 0.08
C 0.2140 -2.3280 -2.4945 -0.10
C -0.1944 -3.2588 -3.4429 -0.02
C -0.6812 -2.8056 -4.6444 0.03
C -0.6964 -1.4337 -4.8828 -0.07
C -1.1811 -0.8602 -6.1227 -0.30
N -1.7464 -1.5292 -7.1130 -0.21
H -0.5038 3.1828 -6.5991 0.13
H 0.7106 4.5299 -4.8569 0.12
H 1.3038 3.4421 -2.7221 0.05
H 0.5520 -2.6588 -1.5248 0.08
H -0.1354 -4.3150 -3.2202 0.12
H -1.0402 -3.4793 -5.4127 0.13
F -5.1044 3.5662 0.7408 0.13
C -3.8051 3.4227 0.4889 -0.14
C -3.3406 2.3268 -0.2037 -0.15
F -4.1850 1.3820 -0.6284 0.12
C -1.9874 2.2097 -0.4439 -0.20
F -1.6042 1.0585 -1.1213 0.01
C -1.0247 3.1225 -0.0348 -0.53
S 0.6880 2.9717 -0.3222 0.68
C -1.5443 4.2163 0.6669 -0.24
F -0.7125 5.1528 1.1259 0.09
C -2.8918 4.3699 0.9247 -0.14
F -3.3286 5.4286 1.6030 0.14
```

Computed properties:
Energy above the lowest of the compared OMol25 structures with the same formula, charge and spin in kJ/mol: 124.1
Gap between HOMO and LUMO in eV: 6.86
Total charge: +1
LUMO in eV: -2.9156

ORCA calculation (the ωB97M-V functional and the def2-TZVPD basis) on a molecular structure, C40H36BrN7O13PbS.

```
99
Properties=species:S:1:pos:R:3:lowdin_charge:R:1
Pb -0.0726 0.1700 0.2124 1.58
C 6.9658 2.3320 -0.9539 -0.06
C 6.0589 1.3775 -0.2190 -0.29
C 4.8774 1.8296 0.3647 -0.04
C 4.0389 0.9516 1.0292 -0.05
C 4.3793 -0.3912 1.1247 -0.26
C 5.5378 -0.8602 0.5339 -0.06
C 6.3740 0.0252 -0.1329 -0.05
S 3.1848 -1.4614 1.9285 0.58
O 2.7841 -0.7606 3.1189 -0.30
O 3.8187 -2.7464 2.1378 -0.33
N 2.0063 -1.4302 0.8569 -0.18
C 1.9459 -2.2260 -0.2446 -0.40
C 2.7918 -3.3214 -0.5587 -0.02
C 2.5735 -4.0286 -1.7161 -0.09
C 1.5377 -3.6627 -2.5743 -0.09
C 0.7634 -2.5820 -2.2070 -0.16
N 0.9595 -1.8773 -1.1004 0.02
H 6.6259 3.3592 -0.8274 0.07
H 6.9728 2.1057 -2.0224 0.08
H 7.9924 2.2594 -0.5903 0.07
H 4.6081 2.8769 0.2919 0.11
H 3.1149 1.2842 1.4872 0.11
H 5.7783 -1.9136 0.6076 0.11
H 7.2842 -0.3386 -0.5976 0.11
H 3.5645 -3.6003 0.1374 0.08
H 3.2022 -4.8784 -1.9583 0.10
H 1.3397 -4.2045 -3.4891 0.09
H -0.0648 -2.2652 -2.8316 0.10
N -0.7963 2.5242 1.7781 -0.05
C -1.6091 3.7104 1.5316 -0.29
C -2.9107 3.3682 0.8114 -0.12
C -2.7428 3.0602 -0.7190 -0.72
O -3.6283 3.5430 -1.4552 -0.07
O -1.7753 2.3255 -1.0213 -0.13
H -1.2935 1.8538 2.3538 0.05
H 0.0692 2.7518 2.2518 0.06
H -1.0214 4.4097 0.9308 0.11
H -1.8686 4.2272 2.4708 0.09
H -3.6271 4.1843 0.9003 0.09
H -3.3475 2.4684 1.2621 0.11
O -0.8372 -2.0945 3.4630 0.05
C -0.3444 -0.9739 3.5264 -0.62
O -0.2766 -0.0712 2.6371 -0.23
C 0.2214 -0.5359 4.8940 -0.08
C 0.1236 -1.3685 5.9922 0.09
C 0.6147 -0.9442 7.2244 -0.12
C 1.2042 0.2969 7.3796 0.07
C 1.2961 1.1136 6.2655 -0.12
C 0.8171 0.7086 5.0281 0.08
N 1.8896 2.4315 6.4152 -0.35
O 2.4081 2.7139 7.4844 0.06
O 1.8519 3.1916 5.4673 0.08
N 0.4879 -1.8031 8.3897 -0.36
O 0.0057 -2.9092 8.2427 0.08
O 0.8805 -1.3796 9.4666 0.05
H -0.3404 -2.3381 5.8770 0.13
H 1.5692 0.6185 8.3409 0.12
H 0.9168 1.3326 4.1553 0.12
Br -6.5858 -5.4743 1.2381 0.65
C -5.5121 -3.9405 1.6481 -0.68
C -5.8665 -3.1618 2.7347 -0.16
C -5.0900 -2.0483 3.0301 -0.08
C -3.9994 -1.7259 2.2382 -0.01
C -3.6753 -2.5125 1.1395 -0.11
C -4.4291 -3.6417 0.8452 -0.07
C -2.5201 -2.1209 0.2157 -0.60
O -2.1564 -2.9196 -0.6421 0.03
O -2.0877 -0.9359 0.4250 -0.22
H -6.7261 -3.4187 3.3387 0.09
H -5.3511 -1.4353 3.8840 0.10
H -3.3714 -0.8720 2.4500 0.11
H -4.1537 -4.2526 -0.0032 0.11
C -3.1977 -1.5367 -5.5635 -0.04
N -2.8532 -0.3732 -4.7676 -0.10
N -1.4938 -0.2723 -4.4556 0.04
C -1.3453 0.1577 -3.1069 -0.39
O -0.2579 0.3812 -2.6075 -0.04
C -2.6949 0.2416 -2.6036 0.07
C -3.5355 -0.1319 -3.5792 -0.25
C -5.0128 -0.2920 -3.5152 -0.01
C -0.5768 0.0357 -5.4723 -0.18
C 0.7869 -0.1811 -5.2621 0.00
C 1.6972 0.1877 -6.2386 -0.08
C 1.2698 0.7394 -7.4385 -0.12
C -0.0863 0.9285 -7.6556 -0.10
C -1.0084 0.5830 -6.6805 -0.03
H -2.5592 -1.5709 -6.4439 0.07
H -4.2340 -1.4378 -5.8815 0.08
H -3.0779 -2.4709 -5.0012 0.10
H -2.9371 0.5627 -1.6089 0.10
H -5.3469 -0.0304 -2.5141 0.09
H -5.3024 -1.3257 -3.7165 0.08
H -5.5073 0.3591 -4.2387 0.09
H 1.1190 -0.6045 -4.3277 0.10
H 2.7539 0.0421 -6.0523 0.10
H 1.9884 1.0297 -8.1953 0.09
H -0.4342 1.3716 -8.5809 0.09
H -2.0629 0.7703 -6.8320 0.11
```

Computed properties:
Energy above the lowest of the compared OMol25 structures with the same formula, charge and spin in kJ/mol: 97.3
Gap between HOMO and LUMO in eV: 6.36
Total charge: -2
LUMO in eV: 3.1697